Model w:
ORCA calculation (ωB97M-V/def2-TZVPD) on a molecular structure, C22H31Cl2N10.

**M**: 506.5 g mol⁻¹
**HOMO-LUMO gap**: 7.45 eV

ORCA input file:
```
! wB97M-V def2-TZVPD RIJCOSX def2/J DEFGRID3
* xyz 1 1
N -1.14 3.64 0.26
C -1.70 2.55 -0.57
N -2.29 2.75 -1.66
H -2.66 2.09 -2.21
C -2.06 4.09 -2.74
H -3.01 4.72 -2.60
H -1.36 4.99 -2.01
C -1.49 3.69 -3.99
H -1.49 4.66 -4.53
C -0.18 3.20 -4.01
H 0.58 3.64 -3.08
C 0.08 1.62 -3.69
H -0.65 1.19 -4.70
C 1.35 1.13 -3.51
C 1.56 0.04 -2.61
N 1.33 0.82 -1.13
C 2.23 1.30 -0.56
N 2.03 2.02 0.62
H 1.04 1.76 1.07
H 2.80 2.31 1.29
N 3.65 1.01 -0.99
H -0.67 3.40 1.30
C 4.68 0.70 -0.17
N 5.84 1.19 -0.70
H 5.96 1.26 -1.79
N 4.66 0.00 0.89
C 3.56 -0.35 1.46
C 2.68 -1.36 1.07
C 1.58 -1.56 1.73
C 1.38 -1.34 3.04
C 2.47 -0.77 3.73
C 3.58 -0.25 2.86
H 4.26 0.35 3.51
H 2.34 -0.39 4.63
Cl 0.08 -1.89 3.87
H 0.81 -2.40 1.36
H 2.80 -1.61 -0.18
H 5.52 0.18 1.54
H 0.40 0.93 -0.88
H 2.60 -0.30 -2.39
H 0.60 -0.57 -2.59
H 2.09 2.17 -3.14
H 1.74 0.84 -4.56
H -0.60 1.61 -2.85
H 0.43 3.36 -4.96
H -2.40 3.04 -4.47
N -1.60 1.39 -0.31
C -1.28 0.95 0.89
N -0.29 1.46 1.76
H -0.04 1.22 2.75
N -1.54 -0.41 1.35
C -2.31 -1.36 0.67
C -2.68 -1.44 -0.72
C -3.44 -2.16 -1.29
C -3.97 -3.24 -0.52
C -3.64 -3.30 1.03
C -2.78 -2.36 1.33
H -2.56 -2.34 2.53
H -3.93 -4.24 1.50
Cl -4.98 -4.42 -1.12
H -3.56 -2.25 -2.46
H -2.28 -0.38 -1.22
H -1.33 -0.68 2.26
H 6.78 0.79 -0.52
H -1.50 4.62 0.06
*
```

***

Model x:
ORCA calculation (ωB97M-V/def2-TZVPD) on a gas-phase ion, C22H31Cl2N10 (charge +1).

**Structure (SMILES)**: N/C(=N/C(N)=N/c1ccc(Cl)cc1)NCCCCCCN/C(N)=N/C(N)=[NH+]\c1ccc(Cl)cc1
**M**: 506.5 g mol⁻¹
**HOMO-LUMO gap**: 8.51 eV

ORCA input file:
```
! wB97M-V def2-TZVPD RIJCOSX def2/J DEFGRID3
* xyz 1 1
N -5.11 -0.88 0.77
C -3.82 -1.31 0.88
N -3.27 -1.21 2.05
C -1.95 -1.32 2.32
N -1.71 -1.63 3.63
N -1.02 -1.09 1.45
C 0.32 -1.03 1.75
C 0.83 -0.16 2.72
C 2.19 -0.03 2.91
C 3.06 -0.78 2.13
Cl 4.78 -0.59 2.34
C 2.58 -1.67 1.18
C 1.22 -1.77 0.98
N -3.23 -1.86 -0.20
C -3.58 -1.58 -1.58
C -2.52 -0.71 -2.27
C -1.99 0.41 -1.38
C -3.04 1.46 -1.00
C -2.81 2.08 0.38
C -1.54 2.93 0.50
N -0.36 2.09 0.50
C 0.87 2.46 0.18
N 1.17 3.77 0.03
N 1.75 1.51 -0.06
C 3.04 1.46 0.12
N 3.69 2.24 1.02
N 3.80 0.61 -0.58
C 3.45 -0.34 -1.55
C 2.16 -0.49 -2.04
C 1.89 -1.46 -3.00
C 2.91 -2.27 -3.47
Cl 2.57 -3.47 -4.66
C 4.21 -2.12 -2.99
C 4.47 -1.16 -2.03
H -5.54 -0.65 1.65
H -5.72 -1.36 0.12
H -0.78 -1.92 3.90
H -2.49 -1.96 4.17
H 0.15 0.43 3.32
H 2.58 0.64 3.66
H 3.26 -2.26 0.60
H 0.84 -2.45 0.24
H -2.26 -2.10 -0.05
H -3.68 -2.53 -2.12
H -4.55 -1.08 -1.60
H -2.95 -0.30 -3.19
H -1.68 -1.34 -2.56
H -1.60 -0.05 -0.47
H -1.15 0.89 -1.89
H -3.08 2.25 -1.75
H -4.02 0.99 -0.97
H -3.66 2.73 0.62
H -2.78 1.29 1.14
H -1.58 3.52 1.42
H -1.50 3.62 -0.35
H -0.49 1.11 0.71
H 0.44 4.46 0.01
H 2.06 4.02 -0.38
H 4.57 1.92 1.39
H 3.12 2.74 1.69
H 4.77 0.54 -0.28
H 1.37 0.13 -1.67
H 0.89 -1.58 -3.38
H 5.00 -2.75 -3.36
H 5.47 -1.04 -1.66
*
```

***

Which structure is the least stable? The one labeled model w.

***

Model w:
ORCA calculation (ωB97M-V/def2-TZVPD) on 16 unconnected molecules or ions with the total composition C16H64O16.

**M**: 512.7 g mol⁻¹
**HOMO-LUMO gap**: 9.23 eV

ORCA input file:
```
! wB97M-V def2-TZVPD RIJCOSX def2/J DEFGRID3
* xyz 0 1
C 0.79 3.46 -0.41
O 1.53 3.78 -1.58
H -0.22 3.25 -0.76
H 1.14 2.57 0.12
H 0.94 4.33 0.22
H 2.40 4.06 -1.29
C -0.08 3.51 2.95
O 1.23 3.08 2.72
H -0.47 4.27 2.27
H -0.83 2.72 2.96
H -0.17 4.01 3.91
H 1.75 3.87 2.86
C -1.74 -5.52 2.25
O -1.79 -4.72 3.42
H -1.31 -4.97 1.41
H -1.23 -6.48 2.27
H -2.78 -5.71 1.98
H -2.09 -3.81 3.29
C -6.53 0.88 -1.11
O -6.80 2.19 -0.72
H -7.14 0.13 -0.60
H -6.55 0.59 -2.16
H -5.51 0.65 -0.81
H -6.96 2.30 0.22
C 0.29 -0.32 0.22
O 1.18 0.22 -0.75
H 0.62 -1.33 0.44
H 0.37 0.23 1.16
H -0.75 -0.32 -0.11
H 0.99 1.12 -1.02
C 0.90 0.46 4.78
O 0.87 -0.61 5.77
H 1.69 0.34 4.04
H 0.03 0.39 4.13
H 0.98 1.42 5.28
H 0.13 -0.35 6.33
C 4.37 -2.10 -4.92
O 4.19 -3.29 -4.23
H 3.45 -1.57 -4.70
H 5.33 -1.62 -4.71
H 4.34 -2.37 -5.97
H 3.64 -3.17 -3.46
C 4.00 1.50 1.17
O 5.10 2.36 0.86
H 3.46 1.04 0.35
H 4.16 0.88 2.06
H 3.20 2.17 1.47
H 5.87 1.80 0.70
C 0.95 -2.90 -2.72
O 2.03 -2.21 -2.01
H 0.18 -2.22 -3.08
H 1.37 -3.45 -3.56
H 0.50 -3.64 -2.06
H 1.83 -1.33 -1.68
C 1.70 -3.45 3.87
O 1.57 -4.87 3.65
H 2.64 -3.02 3.52
H 0.95 -2.89 3.31
H 1.56 -3.06 4.88
H 0.66 -5.10 3.84
C 4.69 3.95 -1.97
O 4.06 4.22 -0.79
H 5.09 2.94 -1.84
H 3.89 4.02 -2.71
H 5.45 4.66 -2.28
H 4.49 3.71 -0.10
C -5.86 -0.05 2.21
O -5.51 -0.58 3.54
H -5.11 -0.17 1.43
H -6.76 -0.61 1.96
H -6.27 0.96 2.31
H -6.33 -0.80 3.97
C -3.68 -1.94 -0.73
O -4.57 -3.08 -0.72
H -2.94 -2.19 -1.49
H -4.30 -1.06 -0.88
H -3.21 -1.76 0.24
H -4.79 -3.17 -1.65
C -0.20 1.79 -3.93
O 1.20 1.90 -3.90
H -0.63 2.03 -2.96
H -0.61 2.51 -4.64
H -0.41 0.78 -4.29
H 1.40 2.77 -3.56
C -2.15 -1.55 4.11
O -3.17 -2.22 3.43
H -2.32 -1.64 5.19
H -1.16 -1.75 3.71
H -2.46 -0.53 3.90
H -3.92 -1.62 3.36
C 2.37 1.96 -7.24
O 2.75 1.25 -6.12
H 2.49 2.99 -6.91
H 3.09 1.86 -8.05
H 1.32 1.77 -7.43
H 2.12 1.50 -5.43
*
```

***

Model x:
ORCA calculation (ωB97M-V/def2-TZVPD) on 16 unconnected molecules or ions with the total composition C16H64O16.

**M**: 512.7 g mol⁻¹
**HOMO-LUMO gap**: 9.77 eV

ORCA input file:
```
! wB97M-V def2-TZVPD RIJCOSX def2/J DEFGRID3
* xyz 0 1
C -4.92 2.36 0.96
O -3.52 1.89 0.91
H -5.51 1.86 1.73
H -4.86 3.42 1.12
H -5.46 2.14 -0.02
H -3.33 1.79 -0.07
C -1.62 -0.87 -0.36
O -0.99 -0.05 -1.31
H -2.57 -1.23 -0.68
H -0.84 -1.66 -0.17
H -1.69 -0.29 0.62
H -1.50 0.81 -1.53
C 0.79 3.23 2.62
O 1.73 3.53 1.61
H -0.15 3.72 2.45
H 0.63 2.16 2.58
H 1.06 3.45 3.65
H 2.64 3.47 1.93
C -0.90 -4.79 0.32
O -2.31 -4.62 0.12
H -0.28 -4.85 -0.60
H -0.42 -3.87 0.77
H -0.75 -5.64 1.04
H -2.74 -5.40 0.44
C 2.84 -0.86 5.28
O 2.72 -0.15 4.04
H 1.96 -1.51 5.56
H 3.66 -1.58 5.18
H 2.95 -0.17 6.08
H 2.47 -0.91 3.42
C 2.00 0.26 -5.46
O 1.44 0.94 -4.39
H 2.75 -0.44 -5.13
H 1.20 -0.25 -6.00
H 2.47 1.02 -6.12
H 1.50 0.34 -3.62
C 1.14 -2.01 -2.94
O 2.23 -1.26 -2.53
H 0.29 -1.38 -3.27
H 1.50 -2.59 -3.75
H 0.70 -2.69 -2.18
H 2.06 -1.06 -1.55
C -1.56 -3.57 3.19
O -0.88 -2.41 2.61
H -2.55 -3.65 2.75
H -0.99 -4.41 2.94
H -1.66 -3.46 4.33
H -1.46 -1.59 2.52
C 2.39 -3.33 1.68
O 2.02 -2.66 2.90
H 3.44 -3.36 1.65
H 1.95 -4.32 1.86
H 1.86 -2.85 0.84
H 1.04 -2.51 2.91
C -3.97 -0.47 3.62
O -2.83 -0.28 2.79
H -3.68 -0.51 4.66
H -4.63 0.38 3.53
H -4.48 -1.40 3.31
H -3.04 0.45 2.17
C -2.95 2.40 -3.22
O -2.74 2.29 -1.83
H -2.08 2.07 -3.74
H -3.83 1.83 -3.48
H -3.17 3.47 -3.43
H -1.90 2.80 -1.66
C -2.37 -4.64 -3.69
O -2.67 -3.70 -2.70
H -2.51 -4.16 -4.68
H -1.32 -4.96 -3.62
H -3.02 -5.55 -3.68
H -2.59 -4.16 -1.77
C 4.90 2.11 3.55
O 3.60 2.27 3.13
H 5.01 2.55 4.52
H 5.15 1.02 3.45
H 5.48 2.60 2.77
H 3.09 1.49 3.50
C 2.25 0.98 -0.36
O 1.57 -0.19 -0.16
H 1.70 1.91 -0.35
H 2.86 1.04 0.53
H 2.93 1.08 -1.21
H 0.70 -0.15 -0.63
C 2.66 4.37 -4.28
O 1.54 3.63 -3.84
H 2.35 5.38 -4.59
H 3.46 4.40 -3.55
H 2.99 3.90 -5.24
H 1.66 2.65 -4.08
C -0.38 4.16 -0.76
O -0.82 4.19 -2.12
H 0.36 4.89 -0.53
H -1.27 4.39 -0.15
H -0.04 3.21 -0.45
H 0.04 4.15 -2.65
*
```

***

Which structure is the least stable? The one labeled model w.

***

Model w:
ORCA calculation (ωB97M-V/def2-TZVPD) on 2 unconnected molecules or ions with the total composition CH7NS2.

**Structure (SMILES)**: CN.SS
**M**: 97.2 g mol⁻¹
**HOMO-LUMO gap**: 8.93 eV

ORCA input file:
```
! wB97M-V def2-TZVPD RIJCOSX def2/J DEFGRID3
* xyz 0 1
C -1.10 -0.01 -1.84
N 0.04 0.32 -2.83
H -0.90 -0.84 -1.11
H -1.79 -0.52 -2.43
H -1.42 0.85 -1.41
H 0.37 -0.55 -3.30
H 0.77 0.84 -2.30
S 1.25 -0.31 0.81
S -0.71 0.05 1.65
H 1.67 0.97 1.30
H -0.95 1.13 0.75
*
```

***

Model x:
ORCA calculation (ωB97M-V/def2-TZVPD) on 2 unconnected molecules or ions with the total composition CH7NS2.

**Structure (SMILES)**: CSS.N
**M**: 97.2 g mol⁻¹
**HOMO-LUMO gap**: 9.81 eV

ORCA input file:
```
! wB97M-V def2-TZVPD RIJCOSX def2/J DEFGRID3
* xyz 0 1
C 0.74 0.76 -1.41
S 0.28 -0.16 0.08
S 0.93 1.09 1.59
H 0.23 0.26 -2.23
H 0.42 1.79 -1.37
H 1.82 0.69 -1.56
H -0.21 1.79 1.72
N -2.85 -2.43 -1.40
H -1.90 -2.55 -1.07
H -3.21 -1.58 -0.99
H -2.82 -2.31 -2.41
*
```

***

Which structure is the least stable? The one labeled model w.

***

Model w:
ORCA calculation (ωB97M-V/def2-TZVPD) on a single C2H8N2O2 molecule.

**Structure (SMILES)**: C[C@H](N)ONO
**M**: 92.1 g mol⁻¹
**HOMO-LUMO gap**: 10.55 eV

ORCA input file:
```
! wB97M-V def2-TZVPD RIJCOSX def2/J DEFGRID3
* xyz 0 1
C 0.15 -1.38 -0.03
C 0.55 0.05 -0.34
N 1.97 0.29 0.14
O -0.24 0.99 0.36
N -1.60 0.98 -0.30
O -2.58 0.71 0.73
H 0.88 -2.09 -0.44
H 0.05 -1.55 1.05
H -0.82 -1.61 -0.48
H 0.53 0.25 -1.42
H 2.26 1.21 -0.16
H 2.60 -0.44 -0.17
H -1.72 1.98 -0.47
H -2.02 0.60 1.52
*
```

***

Model x:
ORCA calculation (ωB97M-V/def2-TZVPD) on a single C2H8N2O2 molecule.

**Structure (SMILES)**: COCNON
**M**: 92.1 g mol⁻¹
**HOMO-LUMO gap**: 10.46 eV

ORCA input file:
```
! wB97M-V def2-TZVPD RIJCOSX def2/J DEFGRID3
* xyz 0 1
C -0.25 -2.10 -0.74
O -0.28 -1.61 0.85
C -0.51 -0.26 0.82
N 0.38 0.25 -0.25
O 0.15 1.56 -0.66
N 0.66 2.51 0.30
H 0.44 -1.74 -1.50
H 0.01 -3.13 -0.52
H -1.28 -2.01 -1.06
H -0.26 0.18 1.80
H -1.53 0.00 0.50
H 1.35 0.17 0.05
H 1.26 3.14 -0.23
H -0.14 3.03 0.63
*
```

***

Model y:
ORCA calculation (ωB97M-V/def2-TZVPD) on 2 unconnected molecules or ions with the total composition C2H8N2O2.

**Structure (SMILES)**: [H]/N=N/OC.CO
**M**: 92.1 g mol⁻¹
**HOMO-LUMO gap**: 9.87 eV

ORCA input file:
```
! wB97M-V def2-TZVPD RIJCOSX def2/J DEFGRID3
* xyz 0 1
H 0.03 -2.64 -0.02
N 0.07 -1.61 -0.03
N -1.03 -1.11 -0.19
O -1.11 0.35 0.01
C -2.45 0.77 0.16
H -2.82 0.62 1.18
H -2.57 1.82 -0.11
H -3.08 0.16 -0.50
C 2.37 0.42 -0.36
O 1.94 0.33 0.97
H 3.17 1.16 -0.39
H 2.75 -0.55 -0.71
H 1.46 0.67 -1.02
H 1.29 -0.39 1.00
*
```

***

Model z:
ORCA calculation (ωB97M-V/def2-TZVPD) on 2 unconnected molecules or ions with the total composition C2H8N2O2.

**Structure (SMILES)**: CNC(N)=O.O
**M**: 92.1 g mol⁻¹
**HOMO-LUMO gap**: 9.61 eV

ORCA input file:
```
! wB97M-V def2-TZVPD RIJCOSX def2/J DEFGRID3
* xyz 0 1
C 0.22 0.18 2.05
N 0.02 -0.35 0.71
C -0.94 0.25 -0.07
N -0.80 -0.05 -1.41
O -1.89 0.85 0.40
H 1.25 0.05 2.37
H -0.41 -0.38 2.75
H -0.09 1.22 2.11
H 0.88 -0.61 0.25
H 0.13 -0.11 -1.80
H -1.53 -0.03 -2.09
O 2.40 -0.76 -1.36
H 2.92 -0.09 -1.82
H 2.97 -1.13 -0.69
*
```

***

Which structure is the least stable? The one labeled model x.

***

Model w:
ORCA calculation (ωB97M-V/def2-TZVPD) on 2 unconnected molecules or ions with the total composition C2H8N2O2.

**Structure (SMILES)**: O=CO.NCN
**M**: 92.1 g mol⁻¹
**HOMO-LUMO gap**: 9.30 eV

ORCA input file:
```
! wB97M-V def2-TZVPD RIJCOSX def2/J DEFGRID3
* xyz 0 1
O -1.22 -0.02 -1.40
C -0.81 1.05 -1.72
O -0.79 2.10 -0.88
H -0.46 1.30 -2.74
H -0.16 2.77 -1.17
N -0.34 -1.46 1.20
C 0.71 -0.51 1.44
N 2.11 -0.89 1.07
H -0.20 -2.36 1.67
H -0.48 -1.63 0.21
H 0.70 -0.21 2.48
H 0.51 0.38 0.86
H 2.02 -1.51 0.26
H 2.45 -1.54 1.76
*
```

***

Model x:
ORCA calculation (ωB97M-V/def2-TZVPD) on 2 unconnected molecules or ions with the total composition C2H8N2O2.

**Structure (SMILES)**: NCNC=O.O
**M**: 92.1 g mol⁻¹
**HOMO-LUMO gap**: 9.90 eV

ORCA input file:
```
! wB97M-V def2-TZVPD RIJCOSX def2/J DEFGRID3
* xyz 0 1
N -0.34 1.51 -0.92
C 0.79 0.61 -0.89
N 0.71 -0.30 0.24
C 1.77 -0.66 1.01
O 2.93 -0.59 0.68
H -1.19 1.15 -0.51
H -0.25 2.46 -0.61
H 1.68 1.22 -0.79
H 0.84 0.08 -1.83
H -0.21 -0.51 0.60
H 1.49 -1.02 2.01
O -2.50 -1.25 0.61
H -3.16 -0.63 0.28
H -2.55 -2.07 0.12
*
```

***

Model y:
ORCA calculation (ωB97M-V/def2-TZVPD) on 2 unconnected molecules or ions with the total composition C2H8N2O2.

**Structure (SMILES)**: N=C(O)O.CN
**M**: 92.1 g mol⁻¹
**HOMO-LUMO gap**: 9.06 eV

ORCA input file:
```
! wB97M-V def2-TZVPD RIJCOSX def2/J DEFGRID3
* xyz 0 1
N -0.85 1.36 0.21
C -1.31 0.19 0.42
O -2.20 -0.43 -0.39
O -1.35 -0.29 1.69
H -1.11 1.74 -0.70
H -2.56 -1.20 0.06
H -0.93 0.36 2.27
C 1.39 -0.77 -0.70
N 1.82 0.58 -0.56
H 0.65 -1.04 0.14
H 0.73 -0.86 -1.57
H 2.24 -1.45 -0.82
H 0.96 1.15 -0.22
H 2.53 0.65 0.16
*
```

***

Which structure is the least stable? The one labeled model y.

***

Model w:
ORCA calculation (ωB97M-V/def2-TZVPD) on a molecular structure, C5H6Br2.

**M**: 225.9 g mol⁻¹
**HOMO-LUMO gap (alpha / beta)**: 8.67 / 5.99 eV

ORCA input file:
```
! wB97M-V def2-TZVPD RIJCOSX def2/J DEFGRID3
* xyz 0 1
C -0.52 -1.36 -0.95
C -1.03 2.05 0.04
C -1.16 -0.61 -0.03
C -1.10 0.76 0.03
C 1.87 -0.29 1.06
Br 1.90 -1.98 0.16
Br 2.44 1.18 -0.09
H -0.88 -2.36 -0.90
H -0.37 -0.99 -1.96
H -0.22 2.58 0.52
H -1.76 2.57 -0.52
H -1.71 -1.06 0.73
H 2.53 -0.51 1.91
*
```

***

Model x:
ORCA calculation (ωB97M-V/def2-TZVPD) on a single C5H6Br2 molecule.

**Structure (SMILES)**: C=C[C@@H](Br)/C=C/Br
**M**: 225.9 g mol⁻¹
**HOMO-LUMO gap**: 9.93 eV

ORCA input file:
```
! wB97M-V def2-TZVPD RIJCOSX def2/J DEFGRID3
* xyz 0 1
C 0.41 -1.32 -0.19
C 0.44 -0.14 -0.65
C -0.80 0.76 -0.78
Br -1.50 0.69 -2.70
C -1.87 0.59 0.35
C -1.50 1.31 1.39
Br -2.69 1.17 3.08
H 1.38 -1.78 -0.15
H -0.46 -1.83 0.16
H 1.37 0.31 -1.06
H -0.57 1.80 -0.89
H -2.83 0.25 0.07
H -0.46 1.60 1.67
*
```

***

Which structure is the least stable? The one labeled model w.